Here is a single C6H11NO2 molecule in a non-equilibrium geometry from the OMol25 dataset. Energies are from ωB97M-V with the def2-TZVPD basis set.

CARTESIAN COORDINATES (ANGSTROEM)
1 C 0.98646 -2.36018 0.17032
2 C -0.06087 -1.31464 0.47427
3 O -0.80060 -1.38429 1.41787
4 C -0.56291 -0.37627 -0.88690
5 N -0.76604 0.92962 -0.42770
6 C -2.11486 1.33480 -0.07312
7 C 0.28168 1.33294 0.51863
8 C 1.70044 1.19986 0.01763
9 O -0.03663 1.96160 1.49424
10 H 1.71337 -1.98523 -0.54338
11 H 1.50184 -2.64651 1.06577
12 H 0.51205 -3.23639 -0.26915
13 H -1.47284 -0.84721 -1.27539
14 H 0.27049 -0.46316 -1.56458
15 H -2.07985 2.36221 0.29077
16 H -2.54076 0.73488 0.73493
17 H -2.75363 1.26096 -0.95383
18 H 2.22091 2.13273 0.25442
19 H 2.17311 0.39638 0.58650
20 H 1.82863 0.96790 -1.03132

Calculated values
Frontier orbital gap: 0.33153 hartree
Energy above the lowest of the compared OMol25 structures with the same formula, charge and spin: 1.768 eV
Max |F|: 4.067 eV/Å
SMILES: CC(=O)CN(C)C(C)=O

Atom charges from the natural (NBO) analysis, given in e for atoms 1 to 4: -0.736, 0.583, -0.520, -0.292

---

Here is 2 unconnected molecules or ions with the total composition C6H11NO2 in a non-equilibrium geometry from the OMol25 dataset. Energies are from ωB97M-V with the def2-TZVPD basis set.

CARTESIAN COORDINATES (ANGSTROEM)
1 C 0.64758 1.31095 0.49729
2 C -1.92112 -0.35173 -0.48146
3 C -2.46476 0.99392 -0.79728
4 N -0.18866 0.22232 1.03492
5 C 0.66556 -0.04781 -0.13279
6 C 1.83152 -0.99788 0.04207
7 C 2.70707 -0.98064 1.04758
8 O 1.86545 -1.92684 -0.93783
9 O -0.07487 -0.27859 -1.23236
10 H 1.12132 -1.68234 -1.53102
11 H 0.14325 -0.15029 1.92294
12 H 0.10300 2.07675 -0.04047
13 H 1.47375 1.65754 1.10692
14 H -2.20754 -0.76882 0.47496
15 H -1.98082 -1.09907 -1.25871
16 H 2.65266 -0.23974 1.82976
17 H 3.50562 -1.70490 1.09315
18 H -3.54376 0.88189 -0.96632
19 H -2.00852 1.39445 -1.69916
20 H -2.32673 1.69082 0.02781

Calculated values
Frontier orbital gap: 0.31240 hartree
Energy above the lowest of the compared OMol25 structures with the same formula, charge and spin: 5.046 eV
Max |F|: 2.330 eV/Å

Atom charges from the natural (NBO) analysis, given in e for atoms 1 to 4: -0.268, 0.049, -0.689, -0.606

---

Here is a molecular structure, C6H11NO2P in a non-equilibrium geometry from the OMol25 dataset. Energies are from ωB97M-V with the def2-TZVPD basis set.

CARTESIAN COORDINATES (ANGSTROEM)
1 C -2.79509 -0.77104 0.25931
2 C 1.04978 2.10382 -0.45652
3 C 0.68585 -2.39342 0.05878
4 C 0.50821 1.41454 0.72104
5 C 0.96003 -0.93003 -0.35198
6 C 0.02181 -0.01928 0.51203
7 N -3.68116 -1.24793 0.76632
8 O -2.38898 1.98927 0.48443
9 O -1.40583 0.11894 -1.87172
10 P -1.56268 0.22204 -0.45010
11 H 1.91325 1.59558 -0.83895
12 H 0.44409 1.93289 -1.34643
13 H 1.19464 3.11871 -0.22707
14 H 0.88719 -2.62118 1.05661
15 H -0.38941 -2.81609 -0.21159
16 H 1.34466 -3.13613 -0.51213
17 H -0.46283 1.89825 1.01078
18 H 1.18910 1.46783 1.67474
19 H 1.99841 -0.68166 -0.34422
20 H 0.64341 -0.81729 -1.44382
21 H -0.15447 -0.42782 1.51049

Calculated values
Frontier orbital gap: 0.27680 hartree
Energy above the lowest of the compared OMol25 structures with the same formula, charge and spin: 3.946 eV
Net charge: -1
Max |F|: 8.637 eV/Å

Atom charges from the natural (NBO) analysis, given in e for atoms 1 to 4: -0.111, -0.623, -0.602, -0.447

---

Here is a single C6H11NO4S molecule in a non-equilibrium geometry from the OMol25 dataset. Energies are from ωB97M-V with the def2-TZVPD basis set.

CARTESIAN COORDINATES (ANGSTROEM)
1 C -1.51987 -0.47687 0.19441
2 C -0.89171 0.85446 -0.03481
3 C 0.45604 0.08738 -0.04821
4 C -1.00367 1.96694 1.01608
5 C 1.28725 0.10594 -1.28755
6 C -0.09768 -2.48941 0.22806
7 N -0.34731 -1.06243 0.23971
8 O -4.82388 -0.72757 -1.13346
9 O -2.64310 -0.83941 0.49490
10 O -3.97400 1.34741 -0.29636
11 O -4.93146 -0.13254 1.26793
12 S -4.47204 0.05577 -0.03214
13 H -1.22525 1.26620 -0.95786
14 H 1.05798 0.26050 0.85290
15 H -0.95046 1.49090 2.02486
16 H -2.02226 2.40151 0.78061
17 H -0.28657 2.69500 0.93787
18 H 1.42147 -0.94624 -1.73496
19 H 2.22236 0.46608 -1.01777
20 H 0.90472 0.73352 -1.99432
21 H -0.95513 -2.90602 0.02022
22 H 0.69584 -2.55128 -0.48435
23 H 0.17592 -2.66830 1.24664

Calculated values
Frontier orbital gap: 0.40387 hartree
Energy above the lowest of the compared OMol25 structures with the same formula, charge and spin: 2.713 eV
Max |F|: 5.945 eV/Å

Atom charges from the natural (NBO) analysis, given in e for atoms 1 to 4: 0.707, -0.285, -0.024, -0.603

---

Here is a single C6H11NS molecule in a non-equilibrium geometry from the OMol25 dataset. Energies are from ωB97M-V with the def2-TZVPD basis set.

CARTESIAN COORDINATES (ANGSTROEM)
1 C -2.47329 -0.45702 -0.62874
2 C -1.40622 0.15148 0.26917
3 C -0.13964 -0.50300 0.69949
4 C 0.65278 -1.66018 0.17768
5 S 2.22803 -0.90370 -0.42091
6 C 2.26855 0.76388 0.00523
7 C 0.86075 1.53125 -0.22035
8 N -0.22592 0.52206 -0.29748
9 H -2.09843 -1.50420 -1.03404
10 H -3.53959 -0.73343 -0.17136
11 H -2.53103 0.37743 -1.47673
12 H -2.00035 0.62893 1.05271
13 H 0.13159 -0.09136 1.76990
14 H 0.15098 -2.06895 -0.63275
15 H 0.84916 -2.41475 0.92478
16 H 2.63517 0.79426 0.99786
17 H 3.05229 1.17799 -0.72435
18 H 0.79667 2.17902 0.70112
19 H 0.78848 2.21031 -0.99125

Calculated values
Frontier orbital gap: 0.34040 hartree
Energy above the lowest of the compared OMol25 structures with the same formula, charge and spin: 3.207 eV
Max |F|: 4.176 eV/Å
SMILES: C[C@H]1[C@H]2CSCCN21

Atom charges from the natural (NBO) analysis, given in e for atoms 1 to 4: -0.625, -0.048, -0.083, -0.505

---

Here is a gas-phase ion, C6H11O (charge -1) in a non-equilibrium geometry from the OMol25 dataset. Energies are from ωB97M-V with the def2-TZVPD basis set.

CARTESIAN COORDINATES (ANGSTROEM)
1 C -2.26037 -0.42834 -1.67174
2 C -1.75284 -0.06922 -0.48581
3 C -0.64698 0.89173 -0.23005
4 C 0.73390 0.30671 -0.63300
5 C 1.34694 -0.61450 0.39957
6 C 1.45909 -0.03324 1.85996
7 O 2.41920 -0.56383 2.59915
8 H -2.45097 0.25396 -2.49573
9 H -2.73724 -1.39642 -1.79408
10 H -2.06566 -0.72688 0.32203
11 H -0.74180 1.82588 -0.79144
12 H -0.56970 1.12389 0.83167
13 H 0.65522 -0.18640 -1.60821
14 H 1.38009 1.17017 -0.82862
15 H 0.86877 -1.60825 0.43176
16 H 2.36913 -0.93320 0.16288
17 H 0.41676 -0.09372 2.29093
18 H 1.57647 1.08165 1.64073

Calculated values
Frontier orbital gap: 0.21817 hartree
Energy above the lowest of the compared OMol25 structures with the same formula, charge and spin: 0.777 eV
Net charge: -1
Max |F|: 1.198 eV/Å
SMILES: C=CCCCC[O-]

Atom charges from the natural (NBO) analysis, given in e for atoms 1 to 4: -0.450, -0.130, -0.472, -0.371

---

Here is a single C6H11O molecule in a non-equilibrium geometry from the OMol25 dataset. Energies are from ωB97M-V with the def2-TZVPD basis set.

CARTESIAN COORDINATES (ANGSTROEM)
1 C 0.06943 -0.96193 2.54570
2 O 0.84110 -1.96375 2.82553
3 C -0.20023 -0.72563 0.99627
4 C -0.82547 0.50595 0.45449
5 C -0.13522 1.23477 -0.80553
6 C 1.05114 0.06855 -2.83330
7 C -0.00732 0.23905 -1.93284
8 H 0.45566 0.11538 2.72821
9 H -1.00371 -1.03108 3.04013
10 H 0.74665 -0.66267 0.58974
11 H -0.53159 -1.72466 0.67648
12 H -1.86977 0.23053 0.20368
13 H -0.99979 1.35082 1.17051
14 H -0.78005 2.25489 -1.18268
15 H 0.85363 1.60908 -0.29222
16 H 1.93611 0.57321 -2.54515
17 H 1.10812 -0.46193 -3.75564
18 H -0.70867 -0.65058 -1.88338

Calculated values
Frontier orbital gap (spin up / spin down): 0.38274 / 0.27813 hartree
Multiplicity: 2
Energy above the lowest of the compared OMol25 structures with the same formula, charge and spin: 3.403 eV
Max |F|: 4.928 eV/Å
⟨S²⟩: 0.76

Atom charges from the natural (NBO) analysis, given in e for atoms 1 to 4: -0.084, -0.304, -0.391, -0.419

---

Here is a single C6H11P molecule in a non-equilibrium geometry from the OMol25 dataset. Energies are from ωB97M-V with the def2-TZVPD basis set.

CARTESIAN COORDINATES (ANGSTROEM)
1 C 0.13616 -2.54166 -0.38396
2 C 0.39348 -1.16731 -0.42278
3 P 1.44269 0.23115 -0.99694
4 C 2.27615 0.66068 0.67052
5 C -0.39941 0.14308 -0.46836
6 C -0.85756 0.91516 0.79763
7 C -1.35053 0.51131 -1.65820
8 H 0.81641 -3.33693 -0.55185
9 H -0.83452 -2.73410 0.12310
10 H 3.33288 0.89245 0.35700
11 H 2.12353 -0.12256 1.41149
12 H 1.81946 1.54811 1.04083
13 H -1.94832 0.88359 0.67565
14 H -0.31148 1.78579 0.78700
15 H -0.57152 0.42487 1.70979
16 H -1.13105 -0.21510 -2.35065
17 H -0.90385 1.40401 -1.98991
18 H -2.27972 0.70288 -1.23791

Calculated values
Frontier orbital gap: 0.35105 hartree
Energy above the lowest of the compared OMol25 structures with the same formula, charge and spin: 1.834 eV
Max |F|: 4.900 eV/Å
SMILES: C=C1P(C)C1(C)C

Atom charges from the natural (NBO) analysis, given in e for atoms 1 to 4: -0.389, -0.241, 0.626, -0.901

---

Here is a single C6H11P molecule in a non-equilibrium geometry from the OMol25 dataset. Energies are from ωB97M-V with the def2-TZVPD basis set.

CARTESIAN COORDINATES (ANGSTROEM)
1 C -0.66159 -0.85190 -0.00416
2 C 0.04154 1.30674 0.27276
3 C -0.62137 0.57169 -0.93412
4 C -0.28713 0.03553 1.19457
5 C 0.07390 0.56573 -2.29701
6 C 0.95643 -0.56151 2.03026
7 P -0.80360 -2.31239 -0.80776
8 H 1.06460 1.42385 0.02371
9 H -0.34174 2.27742 0.57876
10 H -1.68722 0.87436 -0.94794
11 H -1.08689 0.07932 1.96067
12 H 1.15630 0.38461 -2.23440
13 H -0.20070 1.52603 -2.74022
14 H -0.37555 -0.14933 -2.97131
15 H 1.62991 -0.77254 1.22533
16 H 0.60222 -1.48271 2.65782
17 H 1.18777 0.25486 2.70417
18 H -0.64688 -3.16973 0.28888

Calculated values
Frontier orbital gap (spin up / spin down): 0.26438 / 0.26080 hartree
Multiplicity: 3
Energy above the lowest of the compared OMol25 structures with the same formula, charge and spin: 0.513 eV
Max |F|: 8.513 eV/Å
⟨S²⟩: 2.01

Atom charges from the natural (NBO) analysis, given in e for atoms 1 to 4: -0.331, -0.413, -0.220, -0.245

---

Here is 2 unconnected molecules or ions with the total composition C6H11PS in a non-equilibrium geometry from the OMol25 dataset. Energies are from ωB97M-V with the def2-TZVPD basis set.

CARTESIAN COORDINATES (ANGSTROEM)
1 C 1.07508 0.67865 -1.18013
2 C 0.48164 -0.32913 -0.60546
3 C 0.38779 1.94722 -1.07687
4 C -1.19814 1.70192 -0.75197
5 C 0.16893 -2.91781 -1.46851
6 C -1.07901 0.39496 1.92549
7 P -1.17532 0.08689 0.12062
8 S -2.62564 -1.07694 -0.17613
9 H 1.92344 0.35111 -1.78650
10 H 0.89252 2.73449 -0.48289
11 H 0.33819 2.47927 -2.06148
12 H -1.51942 2.54482 -0.13296
13 H -1.68723 1.70422 -1.75804
14 H 1.05548 -3.24730 -1.05453
15 H 0.18553 -2.52226 -2.47716
16 H -0.78643 -2.83998 -0.91285
17 H -0.19697 1.12664 1.72879
18 H -1.99494 0.88232 2.29385
19 H -0.76542 -0.31920 2.61885

Calculated values
Frontier orbital gap (spin up / spin down): 0.25786 / 0.25794 hartree
Energy above the lowest of the compared OMol25 structures with the same formula, charge and spin: 4.794 eV
Max |F|: 4.432 eV/Å

Atom charges from the natural (NBO) analysis, given in e for atoms 1 to 4: -0.326, -0.333, -0.444, -0.752

---

Here is a single C6H12 molecule in a non-equilibrium geometry from the OMol25 dataset. Energies are from ωB97M-V with the def2-TZVPD basis set.

CARTESIAN COORDINATES (ANGSTROEM)
1 C -0.46035 -1.65702 1.43209
2 C 0.32550 -0.37038 1.33490
3 C -0.33208 0.82176 0.85677
4 C 0.27864 1.08686 -0.75751
5 C -0.53923 1.31050 -1.87533
6 C 0.87840 -0.24211 -1.12738
7 H -0.86290 -1.93837 0.44882
8 H -1.32217 -1.56444 2.10672
9 H 0.15816 -2.48811 1.78520
10 H 1.15488 -0.25085 2.03169
11 H 1.09069 -0.62300 0.08230
12 H -0.08117 1.74014 1.39017
13 H -1.41441 0.72928 0.74679
14 H 1.04480 1.85719 -0.63712
15 H -1.29952 0.57955 -2.14086
16 H -0.53217 2.23298 -2.45188
17 H 1.75733 -0.22688 -1.77418
18 H 0.15558 -0.99709 -1.45118

Calculated values
Frontier orbital gap (spin up / spin down): 0.28259 / 0.28535 hartree
Energy above the lowest of the compared OMol25 structures with the same formula, charge and spin: 4.997 eV
Max |F|: 1.341 eV/Å

Atom charges from the natural (NBO) analysis, given in e for atoms 1 to 4: -0.637, -0.247, -0.455, -0.298

---

Here is 3 unconnected molecules or ions with the total composition C6H12 from the OMol25 dataset. Energies are from ωB97M-V with the def2-TZVPD basis set.

CARTESIAN COORDINATES (ANGSTROEM)
1 C 0.39382 0.73709 1.54963
2 C 1.38136 0.68270 0.72239
3 C 1.10362 -0.57697 1.47754
4 H -0.30648 1.34034 2.09620
5 H 2.04771 1.19195 0.05112
6 H 0.62826 -1.43415 0.97861
7 H 1.77570 -0.84968 2.29271
8 C -1.81185 -0.90114 -0.41457
9 C -1.94004 -0.05170 0.59733
10 H -1.86739 -0.56243 -1.44428
11 H -1.64954 -1.96415 -0.25308
12 H -1.93032 -0.38958 1.62916
13 H -2.09792 1.00968 0.42737
14 C 0.93427 -0.38130 -1.86621
15 H 0.24195 -0.53706 -1.03864
16 H 1.91668 -0.77135 -1.59213
17 H 1.00965 0.68959 -2.07403
18 H 0.54666 -0.90830 -2.73909

Calculated values
Frontier orbital gap: 0.37940 hartree
Energy above the lowest of the compared OMol25 structures with the same formula, charge and spin: 4.545 eV
Max |F|: 0.674 eV/Å
SMILES: C1=CC1.C=C.C

Atom charges from the natural (NBO) analysis, given in e for atoms 1 to 4: -0.190, -0.180, -0.433, 0.225